Below is 12 unconnected molecules or ions with the total composition C75H174F6N12O21S6 in a non-equilibrium geometry, with properties calculated with ωB97M-V/def2-TZVPD.

```
294
Properties=species:S:1:pos:R:3:forces:R:3
C -3.9048 -1.2318 -6.3595 0.035 -0.061 -1.571
C -5.3412 -1.7259 -6.5968 -1.077 -0.762 1.767
C -6.2602 -1.2777 -5.3973 0.805 -0.432 -0.544
C -6.6910 0.1866 -5.4335 -0.255 -1.601 0.123
C -7.4190 0.3012 -6.7624 -0.887 0.858 0.008
C -6.5796 0.2067 -8.0616 0.668 0.116 1.991
N -5.8740 -1.1416 -7.9292 4.791 -4.295 -5.879
O -5.3445 -1.7976 -9.0250 -4.024 4.511 6.871
C -5.4628 1.2556 -8.0447 1.326 0.542 -0.577
C -7.4565 0.3301 -9.2409 -1.406 -0.341 -1.240
C -5.3494 -3.3058 -6.6028 -0.152 0.401 -0.564
H -3.5715 -1.4549 -5.3460 -0.163 -0.316 -0.204
H -3.7312 -0.1769 -6.5719 -0.223 -0.007 0.127
H -3.3879 -1.8147 -7.1219 0.894 0.174 0.372
H -5.7761 -1.5056 -4.4476 0.645 -0.104 -0.181
H -7.0756 -2.0011 -5.4005 -0.627 0.553 -0.060
H -5.8941 0.8947 -5.2060 0.240 -0.048 -0.616
H -7.3248 0.2624 -4.5499 -0.682 0.405 -0.359
H -8.0119 1.2148 -6.8060 0.218 0.226 -0.293
H -8.1760 -0.4804 -6.8266 -0.047 -0.162 0.182
H -5.7348 2.0619 -8.7259 -0.176 -0.050 0.060
H -4.5118 0.8825 -8.4247 -0.110 -0.177 -0.294
H -5.1891 1.7132 -7.0940 -0.549 -0.277 0.210
H -7.8976 1.3241 -9.3144 0.247 0.212 0.518
H -8.3203 -0.3162 -9.0852 0.011 -0.260 -0.374
H -7.0538 0.1893 -10.2440 0.456 -0.435 0.292
H -4.7283 -3.8080 -7.3445 0.071 0.527 -0.252
H -6.3593 -3.6983 -6.7217 -0.112 0.186 -0.052
H -4.9670 -3.6977 -5.6603 0.016 0.510 0.227
C 3.7981 -5.8337 6.0625 -0.291 -0.648 1.601
C 3.1069 -4.8337 5.1527 1.912 -0.159 -0.902
C 4.2747 -4.2760 4.2697 0.696 0.516 -0.354
C 4.0048 -3.9075 2.8100 -1.273 -0.393 0.952
C 3.2635 -5.0169 2.0551 2.231 -0.259 0.725
C 1.9970 -5.4841 2.7230 -1.600 -1.148 -0.564
N 2.2682 -5.7576 4.2745 -7.576 -0.555 4.470
O 1.2832 -6.3517 5.0394 6.350 3.071 -5.768
C 1.4138 -6.7858 2.0929 0.659 -0.312 0.455
C 0.8809 -4.4115 2.6412 -0.038 -0.276 0.813
C 2.2538 -3.7100 5.7928 -0.728 0.002 -0.355
H 4.3008 -6.6307 5.5147 0.129 0.245 -0.236
H 3.1070 -6.3623 6.7190 -0.229 0.226 0.029
H 4.5207 -5.3507 6.7204 0.065 0.179 -0.229
H 5.1263 -4.9502 4.3613 -0.216 -0.421 -0.381
H 4.7329 -3.3690 4.6640 -0.552 0.140 0.848
H 4.9245 -3.5689 2.3330 -0.020 -0.363 -0.146
H 3.3255 -3.0552 2.8206 0.049 0.401 -0.079
H 3.8851 -5.9123 2.0568 0.429 0.029 -0.454
H 3.2378 -4.6158 1.0419 -1.110 -0.699 -0.185
H 0.4514 -7.0794 2.5120 -0.092 0.424 -0.091
H 2.0405 -7.6685 2.2208 0.388 0.157 0.305
H 1.3646 -6.6894 1.0083 -0.254 0.413 0.049
H 1.2795 -3.4056 2.7727 -0.240 -0.014 0.018
H 0.0862 -4.6241 3.3563 0.016 0.197 0.092
H 0.4085 -4.5261 1.6656 0.262 0.070 -0.105
H 1.3330 -4.0329 6.2786 0.119 -0.495 -0.040
H 1.9311 -2.9967 5.0345 0.014 -0.059 -0.317
H 2.7747 -3.0956 6.5271 0.654 -0.532 -0.010
C -3.5362 -5.8868 0.4993 -0.420 -1.082 -1.031
C -4.7065 -4.8848 0.3039 0.150 1.055 -0.063
C -4.1516 -3.5395 -0.3207 0.185 -0.148 0.406
C -3.5981 -3.5706 -1.7489 -0.557 -1.158 0.850
C -4.6749 -4.1254 -2.6839 0.539 0.845 0.034
C -5.4076 -5.4159 -2.2132 -1.972 1.597 -1.653
N -5.6715 -5.4336 -0.7136 -3.257 -7.918 1.066
O -6.5532 -6.4351 -0.3335 5.341 6.899 -1.974
C -4.5550 -6.5955 -2.6984 -0.674 -0.882 1.345
C -6.8331 -5.5520 -2.9453 0.580 -0.474 0.938
C -5.4285 -4.6852 1.6385 -0.697 0.171 0.520
H -2.9349 -6.0437 -0.3962 0.451 0.873 0.081
H -3.8791 -6.9167 0.5988 -0.503 0.099 0.754
H -2.9729 -5.5790 1.3802 -0.010 0.086 -0.161
H -3.3128 -3.1987 0.2862 -0.322 -0.076 0.663
H -4.9420 -2.7914 -0.2609 -0.127 0.061 0.110
H -2.6884 -4.1700 -1.7833 0.002 -0.248 -0.053
H -3.2762 -2.5580 -1.9920 -0.259 0.111 -0.323
H -4.1615 -4.3255 -3.6243 -0.280 -0.432 -0.146
H -5.3434 -3.2919 -2.8992 -0.580 -0.186 0.151
H -4.5958 -6.6595 -3.7858 0.497 0.668 0.044
H -5.0825 -7.5073 -2.4183 0.337 -0.207 0.465
H -3.5733 -6.5025 -2.2341 0.051 -0.453 -0.746
H -7.6367 -4.9478 -2.5243 0.359 0.549 -0.040
H -7.2201 -6.5617 -2.8086 0.325 -0.133 -0.119
H -6.7140 -5.3858 -4.0159 0.133 0.193 0.157
H -6.3605 -4.1273 1.5482 0.040 0.222 -0.351
H -4.8330 -4.1585 2.3842 0.456 0.155 -0.423
H -5.7352 -5.5882 2.1663 0.276 -0.408 -0.504
C -4.6712 0.0535 1.1937 0.434 0.082 0.590
C -4.4699 1.5149 0.8387 -0.970 0.120 -0.874
N -5.7452 2.1052 0.0879 1.181 0.887 -0.117
C -5.3757 3.5366 -0.4128 -0.043 -1.120 0.676
C -6.0129 1.1790 -1.1292 -0.540 0.811 0.060
C -4.9153 0.9553 -2.1812 0.175 0.158 1.514
C -7.0727 2.2059 0.9214 1.647 0.247 1.554
C -6.9787 3.0223 2.2684 0.905 0.562 0.468
O -5.7711 2.8210 3.0852 -1.305 0.309 -0.555
C -5.9194 3.4172 4.3823 -0.206 -0.488 1.012
H -5.5395 -0.1469 1.8214 0.148 0.167 0.211
H -3.7661 -0.2154 1.7384 -0.150 -0.184 0.377
H -4.7047 -0.6639 0.3737 -0.020 0.393 -0.372
H -3.6305 1.6029 0.1490 -0.313 0.044 -0.555
H -4.1569 2.1788 1.6445 -0.829 -0.243 0.242
H -5.2033 4.2074 0.4289 -0.075 -0.345 0.191
H -6.2043 3.9346 -0.9985 0.187 -0.213 -0.213
H -4.4236 3.4433 -0.9352 -0.294 0.179 -0.223
H -6.8098 1.7310 -1.6275 -0.438 -0.528 0.050
H -6.3213 0.2237 -0.7046 -0.403 0.272 -0.136
H -4.1519 0.2963 -1.7677 0.294 0.260 0.030
H -4.5050 1.9324 -2.4361 0.237 -0.325 -0.521
H -5.3073 0.3959 -3.0306 -0.295 0.450 -0.045
H -7.3710 1.1814 1.1439 -0.082 0.115 -0.233
H -7.8194 2.7639 0.3565 0.122 -0.442 -0.432
H -7.8877 2.8888 2.8548 -0.089 -1.189 0.119
H -7.1407 4.0910 2.1279 0.764 0.355 -0.755
H -6.8387 3.0918 4.8692 -0.412 0.140 -0.326
H -5.8270 4.4978 4.4915 -0.251 0.229 -0.943
H -5.1842 3.0593 5.1031 0.541 -0.524 -0.638
C -0.3082 -1.6603 8.5149 -0.073 0.735 -0.532
C -1.0810 -0.5263 7.7551 1.596 -0.636 0.506
N -0.1211 0.6638 7.1960 0.297 -1.263 1.393
C 0.3744 1.5903 8.4046 -0.911 -0.119 -1.882
C 1.1172 -0.0493 6.5217 -1.037 -0.467 -0.710
C 2.1382 0.8718 5.8788 -0.371 0.329 -0.339
C -0.9842 1.3961 6.1283 1.114 -0.680 0.018
C -1.9653 2.4063 6.6295 -0.975 0.505 1.383
O -2.7855 1.9975 7.7639 0.471 -0.175 -1.818
C -3.5255 3.0718 8.3437 0.402 0.264 0.715
H 0.3302 -2.3211 7.9285 -0.070 0.310 -0.629
H -1.0623 -2.3585 8.8781 -0.061 0.342 0.522
H 0.3523 -1.2672 9.2878 -0.445 -0.104 0.395
H -1.8233 -0.0817 8.4180 0.250 0.316 -0.236
H -1.5892 -1.0145 6.9235 0.101 0.621 -0.279
H 0.7946 1.0165 9.2307 0.009 -0.191 -0.458
H -0.4548 2.2040 8.7565 -0.198 -0.458 -0.051
H 1.0713 2.2880 7.9402 0.249 -0.238 0.258
H 0.6262 -0.7887 5.8892 -0.226 0.583 -1.004
H 1.6628 -0.8087 7.0818 -0.288 0.830 1.494
H 1.7103 1.5559 5.1461 -0.266 0.438 0.429
H 2.8697 0.3805 5.2373 0.034 -0.744 0.439
H 2.6883 1.3856 6.6672 0.015 0.259 -0.261
H -1.3803 0.6409 5.4494 -0.448 -0.356 0.701
H -0.3727 1.9490 5.4153 0.602 0.201 0.434
H -2.5148 2.6930 5.7328 -0.710 -0.222 -0.029
H -1.4594 3.3421 6.8670 0.309 0.071 0.480
H -2.7897 3.7452 8.7832 -0.153 0.500 -0.074
H -4.1359 2.7199 9.1755 0.210 -0.514 -0.152
H -4.2194 3.6086 7.6968 0.291 -0.113 -0.520
C 5.0479 -0.2304 2.9244 -0.072 1.315 -0.975
C 5.4211 0.6279 1.6192 0.816 -1.442 2.318
N 7.0123 0.7470 1.4822 -0.151 0.365 -0.883
C 7.5574 -0.6164 1.0311 -0.901 0.994 0.433
C 7.3098 1.8360 0.3981 1.208 0.791 0.582
C 8.8643 2.1212 0.1187 -1.726 -1.337 0.424
C 7.7363 1.0806 2.8795 -1.479 0.573 -1.504
C 7.4167 2.5622 3.3584 -0.124 -1.686 -0.440
O 5.9887 2.7683 3.3853 1.618 0.324 0.636
C 5.6088 3.8925 4.2213 -0.382 -0.180 -0.376
H 5.4234 0.3324 3.7790 -0.088 -0.343 0.073
H 5.3153 -1.2863 2.9665 0.388 0.178 -0.261
H 3.9613 -0.2050 3.0062 -0.112 0.072 -0.188
H 4.9875 1.6067 1.8242 0.472 -0.032 -0.467
H 4.9714 0.1388 0.7551 0.582 0.233 -0.284
H 7.2196 -1.3147 1.7968 0.557 -0.112 -0.058
H 8.6382 -0.5424 0.9100 -0.190 -0.209 0.166
H 7.0701 -0.9058 0.1000 0.117 0.217 -0.078
H 6.8946 2.7568 0.8079 -0.187 -0.127 0.060
H 6.7414 1.6213 -0.5069 0.050 -0.457 0.107
H 9.3091 2.2650 1.1033 0.446 0.053 -0.374
H 9.0749 2.9708 -0.5310 -0.552 0.208 0.275
H 9.2841 1.2669 -0.4123 0.276 -0.078 0.321
H 8.7931 0.8730 2.7120 -0.014 0.466 -0.032
H 7.3687 0.2380 3.4651 0.048 0.642 0.551
H 7.9261 3.2817 2.7174 -0.147 0.027 -0.348
H 7.9164 2.6904 4.3186 -0.360 -0.152 0.367
H 4.8221 3.5175 4.8759 0.075 0.232 0.112
H 5.2179 4.6916 3.5914 -0.085 -0.052 -0.065
H 6.4196 4.3321 4.8022 0.142 -0.391 0.020
C 6.8329 -1.4723 -6.5094 0.911 0.716 -0.161
C 6.3019 -1.4495 -5.1035 -1.182 -0.190 -0.011
N 5.4958 -0.1647 -4.7883 0.869 0.786 -0.260
C 4.9624 -0.1978 -3.3869 -0.313 -1.091 -0.156
C 6.4832 1.0395 -4.7891 0.129 0.940 -1.581
C 7.7941 1.0314 -3.9780 -0.707 -1.450 0.085
C 4.3404 0.0412 -5.8555 0.539 1.010 0.942
C 3.4339 -1.1153 -6.0832 -1.320 -0.523 -0.234
O 2.8335 -1.6541 -4.9087 1.088 -0.227 -0.606
C 2.9166 -3.0803 -4.8888 -0.834 -0.220 1.401
H 7.5555 -2.2767 -6.6472 -0.152 -0.163 0.226
H 7.4223 -0.5615 -6.6147 0.086 -0.037 -0.550
H 6.1210 -1.5452 -7.3316 -0.163 0.040 0.308
H 7.1079 -1.4915 -4.3710 -0.208 -0.105 -0.036
H 5.6041 -2.2760 -4.9692 0.048 0.010 0.395
H 5.7890 -0.4816 -2.7355 -0.086 -0.082 -0.018
H 4.1634 -0.9392 -3.3770 0.243 -0.082 0.136
H 4.5382 0.7358 -3.0171 0.213 0.298 -0.636
H 5.8921 1.9175 -4.5284 -0.182 -0.143 0.055
H 6.7679 1.1822 -5.8315 -0.204 -0.022 -0.021
H 8.3862 0.1486 -4.2187 -0.074 -0.216 0.204
H 7.5505 1.0290 -2.9155 0.416 0.135 0.113
H 8.4978 1.8225 -4.2370 -0.678 0.473 -0.057
H 4.7292 0.3148 -6.8363 0.596 0.054 0.279
H 3.7667 0.9022 -5.5122 0.187 0.069 0.312
H 3.8742 -1.8384 -6.7698 0.296 -0.487 0.564
H 2.5487 -0.8097 -6.6410 0.326 0.852 -0.533
H 1.9913 -3.3728 -4.3925 0.001 -0.459 -0.286
H 3.7165 -3.3793 -4.2114 0.392 -0.199 -0.162
H 3.0024 -3.5804 -5.8536 -0.075 0.297 -0.032
C 3.2483 5.6772 1.1327 0.067 -1.037 -1.062
C 2.3637 6.8874 1.1657 -1.218 0.591 -0.872
N 2.2920 7.6605 -0.1953 0.922 1.852 -0.012
C 3.5904 8.4452 -0.4485 1.129 -1.373 1.162
C 2.0330 6.6596 -1.3702 1.025 1.612 0.012
C 1.8618 7.3587 -2.7711 -0.223 -0.699 1.786
C 1.2153 8.7944 -0.1342 -0.520 -0.974 0.505
C 1.0524 9.6455 1.1422 1.875 0.390 0.397
O 2.3121 10.1620 1.5554 0.486 0.272 0.139
C 2.2698 11.1510 2.6020 -0.203 0.387 -0.218
H 4.2557 6.0501 0.9477 0.228 -0.534 0.249
H 2.9870 4.9384 0.3750 -0.059 0.456 -0.701
H 3.2009 4.9536 1.9466 0.042 1.002 0.953
H 2.7362 7.5191 1.9721 -0.302 0.598 -0.423
H 1.2867 6.7424 1.2495 0.144 -0.739 0.784
H 3.7357 8.9580 -1.3992 -0.834 -0.117 0.117
H 4.4048 7.7270 -0.3525 0.008 -0.288 -0.433
H 3.7962 9.0941 0.4028 -0.692 0.328 -0.283
H 1.2024 6.0215 -1.0684 -0.036 0.219 -0.161
H 2.9670 6.0978 -1.3675 -0.220 -0.193 -0.157
H 0.9397 7.9384 -2.7299 -0.019 -0.221 -0.571
H 1.8287 6.5183 -3.4645 -0.361 0.284 -0.215
H 2.6896 8.0083 -3.0556 0.010 -0.143 0.190
H 0.2408 8.3083 -0.1800 -0.038 -0.241 -0.586
H 1.4080 9.3739 -1.0371 -0.156 0.141 0.309
H 0.6577 9.1106 2.0060 -0.482 -0.410 -0.245
H 0.3910 10.4775 0.9005 -0.326 -0.097 -0.193
H 3.2410 11.6142 2.7760 0.271 -0.547 -0.433
H 1.9531 10.7509 3.5652 -0.301 -0.238 -0.100
H 1.6441 11.9918 2.3024 -0.378 -0.124 0.041
C -1.3953 -0.0625 -2.9016 -0.056 -1.262 0.600
C -0.2006 -1.0279 -2.8061 0.322 1.515 1.445
N 0.5955 -0.7397 -1.4408 0.619 -0.873 -0.929
C -0.2621 -0.9081 -0.0941 1.180 -0.215 -1.922
C 1.8019 -1.6905 -1.4416 -0.271 1.071 3.415
C 1.5613 -3.1556 -1.1865 -0.326 -1.182 -1.816
C 1.1687 0.6950 -1.5687 -1.048 -0.197 1.809
C 2.3942 1.0487 -0.6731 0.329 -1.187 0.399
O 2.3322 0.6673 0.7113 0.163 -0.082 -1.043
C 1.5421 1.4807 1.5299 -1.030 0.269 0.803
H -1.9314 -0.3184 -3.8155 -0.003 0.327 -0.049
H -1.2083 1.0059 -2.7932 0.383 -0.144 -0.507
H -2.0457 -0.3066 -2.0616 -0.311 -0.061 -0.059
H 0.5343 -0.8351 -3.5876 0.097 -0.160 0.047
H -0.4517 -2.0885 -2.8185 -0.224 0.130 0.099
H -0.7649 -1.8740 -0.1430 -0.060 0.161 -0.103
H -0.9678 -0.0792 -0.0398 0.169 -0.096 0.067
H 0.4657 -0.9249 0.7171 -0.212 0.230 -0.074
H 2.2704 -1.3819 -0.5071 0.290 0.229 0.155
H 2.5480 -1.3554 -2.1622 -0.700 -0.638 -0.767
H 1.0463 -3.5682 -0.3190 -0.196 1.157 0.448
H 2.5302 -3.6524 -1.1361 0.143 0.036 -0.353
H 1.0082 -3.5878 -2.0204 0.261 -0.300 -0.171
H 0.3010 1.2461 -1.2061 0.291 0.685 -0.562
H 1.3781 0.8687 -2.6242 -0.036 0.183 0.192
H 2.7031 2.0929 -0.7219 -0.570 0.235 -0.449
H 3.2422 0.4581 -1.0197 0.153 0.123 -0.223
H 0.5178 1.5897 1.1736 -0.101 -0.149 -0.124
H 1.8795 2.5025 1.7041 0.583 0.100 -0.348
H 1.4945 0.9873 2.5007 -0.038 -0.062 0.015
N -0.2417 -4.3449 -3.9870 1.637 -2.394 4.897
S -0.9215 -4.3669 -5.2953 -3.916 2.079 -9.535
O -2.3393 -4.7192 -5.2666 1.286 -0.101 0.489
O -0.1882 -4.7170 -6.5118 -0.869 0.584 2.696
F -1.0541 -2.7369 -5.4648 0.342 0.002 0.394
S -0.4077 -5.9385 -3.5706 1.212 -4.252 0.077
O -0.1962 -6.8844 -4.6616 -0.957 2.288 1.473
O -1.3523 -6.3174 -2.5474 -0.122 1.610 -0.727
F 0.9175 -6.0845 -2.7788 1.231 0.700 0.728
N -1.6171 3.1136 -0.8150 1.743 -0.194 -4.707
S -1.4085 3.9989 0.3677 -1.002 2.849 6.996
O -2.5355 4.9029 0.5850 2.164 -1.279 0.169
O -0.0351 4.4508 0.6547 -1.913 -0.464 -0.673
F -1.5979 2.7862 1.4370 -0.057 0.641 0.177
S -0.8234 4.0574 -1.9327 -1.006 -0.089 -4.420
O 0.4719 3.5779 -2.3239 -0.051 -0.216 1.005
O -1.0585 5.4746 -2.0069 0.357 -0.961 1.452
F -1.7345 3.5853 -3.1453 -0.018 -0.561 0.044
N -1.1260 -2.4853 4.8284 -0.988 -2.020 1.565
S -1.9632 -1.7549 3.8189 -1.738 7.485 -7.320
O -3.0243 -0.8077 4.2454 1.739 -2.884 -0.353
O -2.0607 -2.3274 2.4556 -0.789 -0.246 2.383
F -0.8577 -0.6313 3.3705 0.854 0.158 0.769
S -2.2992 -3.5871 5.1987 -0.380 -5.829 3.921
O -2.4807 -4.6836 4.2318 0.297 2.841 1.084
O -3.4101 -3.1766 6.0403 1.795 0.220 -2.079
F -1.3273 -4.3056 6.2799 -0.262 0.343 -0.449
```
Forces are in eV/Å.

Calculated values
total charge = +6
max |F| = 10.61 eV/A
HOMO energy = -18.733 eV
energy = -222711.0566 eV
lowest unoccupied orbital energy = -13.61 eV
HOMO-LUMO gap = 5.12 eV